# 1
A structure of composition C24H31F3FeN3P2STe4 in a non-equilibrium geometry, computed with ωB97M-V/def2-TZVPD.

Geometry as XYZ:
```
69
Properties=species:S:1:pos:R:3
Fe 0.8236 0.8784 -2.1273
C 2.7299 -0.3788 0.6980
P 1.3167 0.7110 0.3135
C -0.0505 -0.1858 1.1737
N 0.2183 -0.6853 2.3529
C -0.7337 -1.4287 2.9686
C -0.4832 -1.9680 4.2525
C -1.4353 -2.7335 4.8580
C -2.6685 -2.9999 4.2124
C -2.9297 -2.4945 2.9732
C -1.9604 -1.6900 2.3284
N -2.2158 -1.1873 1.0948
C -1.3095 -0.4338 0.5255
P -1.6794 0.2172 -1.1798
C -2.3638 -1.2807 -1.9777
C -3.2043 1.2786 -0.9449
C -4.4264 0.5196 -0.4291
C -3.5284 1.8636 -2.3269
C -2.8593 2.4179 0.0135
C 1.6615 2.2398 1.3287
C 2.1972 1.9326 2.7273
C 2.7032 3.0442 0.5415
C 0.3722 3.0539 1.4358
H 3.6461 0.1186 0.3791
H 2.6430 -1.3128 0.1456
H 2.7692 -0.5963 1.7628
H 0.4679 -1.7537 4.7215
H -1.2518 -3.1469 5.8408
H -3.4067 -3.6123 4.7128
H -3.8630 -2.6832 2.4593
H -2.9718 -1.8584 -1.2829
H -1.5498 -1.8856 -2.3696
H -2.9742 -0.9727 -2.8263
H -4.7376 -0.2671 -1.1168
H -5.2568 1.2253 -0.3393
H -4.2509 0.0707 0.5459
H -3.7881 1.0887 -3.0497
H -2.6969 2.4390 -2.7360
H -4.3895 2.5304 -2.2386
H -2.6210 2.0482 1.0137
H -3.7186 3.0870 0.1024
H -2.0152 3.0078 -0.3512
H 3.1794 1.4611 2.6943
H 1.5242 1.2898 3.2935
H 2.3056 2.8762 3.2682
H 3.6262 2.4825 0.3849
H 2.9584 3.9447 1.1052
H 2.3124 3.3549 -0.4294
H -0.4059 2.5116 1.9785
H -0.0024 3.3268 0.4474
H 0.5746 3.9789 1.9811
F 5.1839 -3.5963 -2.3276
C 4.2715 -3.0057 -3.1345
F 4.0915 -3.8460 -4.1761
F 4.8329 -1.8995 -3.6073
C 2.9736 -2.8086 -2.3869
C 2.5491 -3.9024 -1.6496
C 1.3782 -3.8357 -0.9145
C 0.6670 -2.6528 -0.9625
N 1.0390 -1.6006 -1.6855
C 2.1808 -1.6459 -2.4031
S 2.5641 -0.1670 -3.2396
H 3.1523 -4.8011 -1.6418
H 1.0277 -4.6686 -0.3228
H -0.2501 -2.5456 -0.3918
Te 2.5433 3.6618 -3.5870
Te 2.4382 4.2643 -6.1929
Te 3.0881 6.2698 -3.5451
Te -0.0123 3.3359 -2.7416
```

frontier orbital gap (spin up / spin down) = 5.5 / 5.8 eV
2S+1 = 6
⟨S²⟩ = 8.7780
HOMO (spin up / spin down) = -6.8 / -7.1 eV

Now the Mulliken charges, all in e: Fe -0.273; C -1.519; P 1.673; C -0.160; N -0.114; C 0.176; C -0.553; C -0.543; C -0.561; C -0.589; C 0.233; N 0.043; C 0.046; P 0.957; C -1.799; C 1.535; C -1.766; C -1.454; C -1.534; C 1.663; C -1.823; C -1.588; C -1.416; H 0.376; H 0.340; H 0.489; H 0.478; H 0.409; H 0.407; H 0.480; H 0.381; H 0.382; H 0.508; H 0.338; H 0.529; H 0.283; H 0.308; H 0.070; H 0.465; H 0.250; H 0.593; H 0.154; H 0.350; H 0.300; H 0.530; H 0.321; H 0.542; H 0.033; H 0.275; H 0.073; H 0.608; F -0.274; C 0.639; F -0.264; F -0.236; C 0.050; C -0.545; C -1.292; C 0.132; N 0.026; C 0.414; S -0.379; H 0.450; H 0.488; H 0.302; Te 0.303; Te -0.243; Te -0.290; Te -0.184

---

# 2
The ion C5H9N4O with charge +1 in a non-equilibrium geometry, computed with ωB97M-V/def2-TZVPD.

Geometry as XYZ:
```
19
Properties=species:S:1:pos:R:3
C 1.1018 -0.1940 -1.3445
C -2.1678 -1.0140 -0.6671
C 0.0003 -0.6894 -0.7523
C 1.5267 1.3035 0.6306
C -0.4721 -0.4488 0.6064
N 1.8489 0.6735 -0.6357
N -1.1369 -1.0837 -1.4236
N 0.0825 1.4460 0.8858
N -1.8715 -0.6738 0.5882
O 0.1238 -0.8930 1.7010
H 1.2704 -0.3822 -2.4241
H -3.1174 -1.1835 -1.1044
H 2.0964 0.7735 1.4060
H 2.1109 2.1897 0.5607
H 2.6326 0.9021 -1.1881
H -1.0308 -1.2744 -2.4792
H -0.1217 1.5036 1.8305
H -2.5409 -0.4341 1.3765
H -0.3353 -0.5210 2.4333
```

frontier orbital gap = 8.3 eV
HOMO = -12.0 eV
total charge = +1

Now the Mulliken charges, all in e: C -0.491; C -0.318; C -0.194; C -0.339; C 0.746; N -0.155; N -0.005; N -0.683; N -0.113; O -0.407; H 0.307; H 0.432; H 0.312; H 0.403; H 0.221; H 0.328; H 0.272; H 0.286; H 0.397

---

# 3
A structure of composition C13H15NTeTi in a non-equilibrium geometry, computed with ωB97M-V/def2-TZVPD.

Geometry as XYZ:
```
31
Properties=species:S:1:pos:R:3
C -0.6079 0.8487 -3.5690
C 0.7823 0.8262 -3.1799
C 0.9419 1.6298 -2.0089
C -0.3409 2.1288 -1.6327
C -1.2971 1.6868 -2.6099
Ti -0.9556 -0.4322 -1.7188
N -2.8725 -0.2573 -1.8705
C 0.1336 -2.2155 -1.9527
C 1.3927 -1.7200 -1.7179
H 1.8853 1.8756 -1.5191
H 1.5897 0.3704 -3.7534
H -0.5430 2.8077 -0.8018
H -2.3454 1.9798 -2.6460
H -1.0249 0.4007 -4.4660
H 2.0500 -1.4380 -2.5166
H -0.4659 -2.6728 -1.1160
H -3.1113 -1.2727 -2.0071
H 1.8638 -1.7362 -0.7611
H -0.3128 -2.2693 -2.9817
Te -1.7480 0.2681 0.8032
C -0.4207 0.2000 2.4679
C -0.8666 0.6722 3.7222
C -0.1417 0.4009 4.8843
C 1.0640 -0.3131 4.7960
C 1.5478 -0.7199 3.5499
C 0.8273 -0.4446 2.3836
H -1.8244 1.2263 3.7731
H -0.5072 0.7304 5.8588
H 1.6247 -0.5481 5.7076
H 2.4966 -1.2644 3.4928
H 1.1859 -0.7481 1.3898
```

frontier orbital gap (spin up / spin down) = 5.5 / 5.5 eV
HOMO (spin up / spin down) = -6.8 / -6.8 eV

Now the Mulliken charges, all in e: C -0.668; C -0.610; C -0.336; C -0.448; C -0.344; Ti 0.295; N -0.536; C -0.705; C -0.322; H 0.432; H 0.634; H 0.540; H 0.393; H 0.418; H 0.309; H 0.404; H 0.152; H 0.252; H 0.336; Te 0.170; C -0.013; C -0.378; C -0.497; C -0.429; C -0.430; C 0.038; H 0.289; H 0.342; H 0.334; H 0.324; H 0.053

---

What did the second record say?
The ion C5H9N4O with charge +1 in a non-equilibrium geometry, computed with ωB97M-V/def2-TZVPD.

Geometry as XYZ:
```
19
Properties=species:S:1:pos:R:3
C 1.1018 -0.1940 -1.3445
C -2.1678 -1.0140 -0.6671
C 0.0003 -0.6894 -0.7523
C 1.5267 1.3035 0.6306
C -0.4721 -0.4488 0.6064
N 1.8489 0.6735 -0.6357
N -1.1369 -1.0837 -1.4236
N 0.0825 1.4460 0.8858
N -1.8715 -0.6738 0.5882
O 0.1238 -0.8930 1.7010
H 1.2704 -0.3822 -2.4241
H -3.1174 -1.1835 -1.1044
H 2.0964 0.7735 1.4060
H 2.1109 2.1897 0.5607
H 2.6326 0.9021 -1.1881
H -1.0308 -1.2744 -2.4792
H -0.1217 1.5036 1.8305
H -2.5409 -0.4341 1.3765
H -0.3353 -0.5210 2.4333
```

frontier orbital gap = 8.3 eV
HOMO = -12.0 eV
total charge = +1

Now the Mulliken charges, all in e: C -0.491; C -0.318; C -0.194; C -0.339; C 0.746; N -0.155; N -0.005; N -0.683; N -0.113; O -0.407; H 0.307; H 0.432; H 0.312; H 0.403; H 0.221; H 0.328; H 0.272; H 0.286; H 0.397